The following is a DFT calculation (wB97M-V/def2-TZVPD) of a molecular structure, C32H27AlF47O10S in a non-equilibrium geometry.

Last column: Mulliken charge in e.
CARTESIAN COORDINATES (ANGSTROEM)
C -3.411 6.370 -1.727  -0.937
C -2.238 5.362 -1.110  0.537
O -2.235 5.220 0.220  -0.354
O -1.288 4.763 -2.059  -0.247
C -1.184 3.304 -1.908  0.352
O -1.951 2.521 -1.146  -0.563
C -0.014 2.556 -2.839  -0.207
Al 1.796 2.364 -1.883  -0.284
C 2.321 4.156 -1.034  0.644
F 3.536 3.885 -0.180  -0.333
F 1.253 4.782 -0.194  -0.225
C 2.775 5.320 -2.140  0.480
F 1.580 5.654 -2.968  -0.243
F 3.156 6.603 -1.440  -0.324
S 1.579 0.753 -0.273  0.875
O 0.393 -0.187 -0.680  -0.466
O 2.871 -0.127 -0.238  -0.730
C 1.204 1.425 1.435  0.568
F 2.487 1.869 2.036  -0.219
F 0.615 0.338 2.266  -0.224
F 0.225 2.548 1.438  -0.159
H -4.050 6.820 -0.855  0.272
H -4.029 5.890 -2.597  0.293
H -2.807 7.284 -2.194  0.284
H 0.176 3.300 -3.754  0.171
H -0.408 1.535 -3.303  0.348
H 2.855 1.935 -3.022  -0.212
H 3.697 4.988 -2.779  -0.037
C 0.096 -5.521 -2.761  -0.793
C 0.067 -6.617 -1.684  0.969
C -1.320 -6.959 -1.153  0.078
F -1.920 -5.902 -0.561  -0.197
F -1.243 -7.932 -0.206  -0.265
F 0.913 -6.273 -0.676  -0.280
F 0.601 -7.747 -2.245  -0.330
O 0.411 -4.202 -2.307  -0.370
C -0.690 -3.450 -1.798  0.629
C -0.540 -3.105 -0.311  0.336
F -0.434 -4.222 0.455  -0.234
F -1.623 -2.423 0.146  -0.244
F -1.844 -4.106 -2.073  -0.302
F -0.727 -2.307 -2.535  -0.223
H 0.918 -5.775 -3.441  0.435
H -0.797 -5.534 -3.398  0.309
H -1.971 -7.327 -1.952  0.271
H 0.350 -2.494 -0.139  0.162
C 5.438 3.097 -7.972  -0.720
C 4.328 2.704 -6.985  0.948
C 3.390 3.838 -6.590  0.107
F 4.037 4.849 -5.970  -0.228
F 2.447 3.396 -5.715  -0.211
F 4.889 2.121 -5.892  -0.251
F 3.584 1.722 -7.586  -0.349
O 6.716 3.384 -7.398  -0.407
C 6.888 4.718 -6.922  0.737
C 7.114 4.785 -5.406  0.186
F 6.071 4.249 -4.719  -0.157
F 7.235 6.071 -4.984  -0.259
F 5.844 5.477 -7.334  -0.264
F 7.980 5.203 -7.572  -0.303
H 5.618 2.218 -8.603  0.400
H 5.119 3.875 -8.675  0.345
H 2.866 4.242 -7.462  0.211
H 8.018 4.242 -5.121  0.219
C 0.620 -11.663 0.010  -0.600
C 1.092 -12.605 -1.109  0.817
C 0.107 -12.781 -2.258  0.134
F -1.066 -13.315 -1.853  -0.208
F 0.610 -13.631 -3.193  -0.286
F 1.440 -13.803 -0.565  -0.282
F 2.252 -12.079 -1.616  -0.321
O 0.048 -12.290 1.160  -0.389
C -1.340 -12.605 1.059  0.739
C -1.615 -14.113 1.123  0.195
F -0.982 -14.781 0.124  -0.213
F -2.941 -14.376 0.984  -0.255
F -1.850 -12.023 -0.054  -0.267
F -1.937 -11.983 2.111  -0.289
H 1.518 -11.164 0.395  0.414
H -0.005 -10.844 -0.366  0.317
H -0.097 -11.828 -2.756  0.260
H -1.278 -14.532 2.074  0.232
C -1.576 5.741 4.080  -0.737
C -1.644 7.165 3.504  0.867
C -0.300 7.762 3.108  0.127
F 0.544 7.873 4.158  -0.233
F -0.461 9.019 2.615  -0.293
F -2.305 7.969 4.381  -0.302
F -2.435 7.110 2.386  -0.282
O -1.592 5.639 5.506  -0.329
C -0.324 5.786 6.144  0.692
C -0.256 7.016 7.059  0.236
F -0.491 8.165 6.373  -0.208
F 0.976 7.144 7.618  -0.286
F 0.653 5.773 5.205  -0.265
F -0.149 4.655 6.879  -0.306
H -2.497 5.234 3.764  0.366
H -0.771 5.146 3.634  0.433
H 0.187 7.163 2.331  0.267
H -0.994 6.947 7.862  0.229
C -3.689 1.228 4.197  -0.819
C -3.718 0.132 5.274  0.916
C -5.104 -0.210 5.805  0.075
F -5.704 0.847 6.396  -0.211
F -5.028 -1.183 6.752  -0.288
F -2.872 0.476 6.282  -0.272
F -3.183 -0.998 4.712  -0.327
O -3.374 2.547 4.651  -0.277
C -4.475 3.299 5.159  0.729
C -4.324 3.644 6.646  0.602
F -4.218 2.527 7.412  -0.246
F -5.408 4.325 7.104  -0.287
F -5.629 2.643 4.884  -0.296
F -4.512 4.442 4.423  -0.271
H -2.867 0.974 3.517  0.473
H -4.582 1.215 3.560  0.340
H -5.756 -0.579 5.006  0.277
H -3.435 4.255 6.819  -0.108

Cartesian forces (eV/Å) of the 6 atoms listed first:
C 1.77 0.50 -0.46
C -1.33 0.10 5.97
O 0.68 0.47 -8.71
O -2.26 -1.60 2.65
C -2.01 -5.51 1.98
O 4.19 5.77 -4.34

The gap between HOMO and LUMO is 8.93 eV. As for the highest occupied orbital energy: -7.268 eV. The energy above the lowest of the compared OMol25 structures with the same formula, charge and spin comes out at 208.68 kcal/mol. Its total energy is -7322.16030 Eh. The total charge is -1.